[1]
{
  "formula": "C4H7FS2",
  "method": "wB97M-V/def2-TZVPD",
  "symbols": ["C", "H", "C", "C", "F", "C", "S", "H", "H", "H", "S", "H", "H", "H"],
  "xyz": [[0.826639, 0.142912, 0.912206], [1.883131, 2.499092, 1.141821], [0.086488, -1.134328, 1.043122], [-0.401691, -0.402866, -1.373020], [-1.314384, 0.816711, 0.464662], [-0.253253, -0.082753, -0.014213], [-0.630495, 1.139361, -2.359456], [-0.589734, -1.197336, 1.896065], [1.890226, 0.240691, 0.463690], [0.375499, -1.096138, -1.754221], [0.512874, 1.311521, 2.310342], [-1.161267, -1.165145, -1.338137], [-2.114550, 0.921166, -2.138272], [0.890519, -1.992886, 0.745411]],
  "forces_ev_per_angstrom": [[3.2, 2.1, 0.5], [-2.4, -1.5, 2.3], [2.2, -1.7, -1.0], [0.9, -0.9, -2.5], [0.2, -2.0, -1.4], [-1.7, 1.3, 4.4], [-3.4, -1.7, 0.3], [0.3, -0.5, -0.2], [-1.8, -0.7, 1.2], [0.4, 1.0, 0.2], [3.6, 1.7, -3.1], [-1.4, 0.4, -0.9], [2.9, 1.0, -0.7], [-2.9, 1.6, 0.7]],
  "mulliken_charge": [-0.4803, 0.1083, -0.8700, -0.8957, -0.3391, 1.1213, -0.2322, 0.3108, 0.2976, 0.3701, -0.1622, 0.3788, 0.1782, 0.2144],
  "multiplicity": 1,
  "gap_ev": 7.5,
  "lumo_energy_ev": -1.524,
  "homo_ev": -9.0,
  "fmax_ev_per_a": 5.01
}

***

[2]
{
  "formula": "C4H7FS2",
  "method": "wB97M-V/def2-TZVPD",
  "symbols": ["S", "C", "H", "H", "C", "H", "C", "H", "H", "S", "H", "F", "C", "H"],
  "xyz": [[2.161169, -0.923947, 1.027199], [-0.661106, -0.019255, 0.848728], [-0.300114, 1.987438, 0.105537], [-1.350390, 0.438317, 1.576702], [-0.058965, 0.843055, -0.068317], [1.649574, -2.217325, 0.765802], [0.065957, 0.539225, -1.413813], [0.443799, -0.564200, -1.453771], [0.624885, 1.239552, -2.032628], [-1.192564, -1.684621, 0.484029], [-1.736425, -1.434334, -0.647072], [-1.284739, 0.620898, -2.051956], [0.699427, 0.258738, 0.958255], [0.939494, 0.916459, 1.901308]],
  "forces_ev_per_angstrom": [[-1.1, -0.5, -0.7], [-5.5, -2.9, 2.8], [0.4, -2.3, -0.3], [0.5, -0.3, -0.3], [-0.8, 7.3, -1.0], [0.1, 1.7, 0.1], [-0.7, -2.8, -4.4], [-0.7, 1.9, -0.7], [0.3, -0.3, 0.2], [0.7, -0.7, 1.3], [-0.9, 0.4, -1.6], [1.7, -0.5, 0.9], [6.3, -0.1, 5.8], [-0.4, -1.0, -2.2]],
  "mulliken_charge": [-0.1948, -0.2051, 0.2042, 0.3207, 0.1817, 0.1469, -0.5076, 0.2557, 0.3056, -0.1978, 0.1219, -0.3310, -0.3453, 0.2447],
  "multiplicity": 1,
  "gap_ev": 9.7,
  "lumo_energy_ev": 0.511,
  "homo_ev": -9.2,
  "fmax_ev_per_a": 8.54
}

***

[3]
{
  "formula": "C4H7GdO2",
  "method": "wB97M-V/def2-TZVPD",
  "symbols": ["Gd", "H", "O", "H", "C", "H", "H", "H", "H", "C", "C", "C", "H", "O"],
  "xyz": [[4.462428, 0.193842, 1.393523], [-1.172752, 0.871218, 0.867234], [1.918823, 0.341727, 1.679429], [1.070951, 1.969642, 0.860973], [-1.101318, -1.018509, -1.446939], [-0.649909, -2.026709, -1.359569], [-0.156497, 1.008577, -1.266760], [-0.433529, -0.674481, 1.357683], [-2.942489, -0.423289, -1.063638], [0.919492, 0.930444, 1.207584], [-0.272616, 0.248001, 0.788027], [-0.130949, -0.033199, -0.912787], [0.839998, -0.284220, -1.367801], [-2.351638, -1.103043, -0.736960]],
  "forces_ev_per_angstrom": [[-0.9, 0.0, 0.2], [0.3, -0.1, -0.1], [-0.2, 0.6, -0.3], [-0.3, 0.0, 0.5], [-1.2, -1.3, 3.4], [-0.5, 0.4, -0.8], [-0.9, -0.2, -0.2], [0.1, 0.1, -0.4], [-0.3, 0.4, 0.0], [2.3, -0.3, -0.9], [-1.1, -1.3, -1.3], [0.6, 2.2, 0.5], [0.2, -0.5, 1.1], [1.7, 0.1, -1.7]],
  "mulliken_charge": [0.5296, 0.2948, -0.2660, 0.3684, -0.3383, 0.2493, 0.3730, 0.3585, 0.3395, 0.1578, -0.4460, -0.5495, 0.3793, -0.4505],
  "multiplicity": 9,
  "gap_ev": [6.3, 8.4],
  "lumo_energy_ev": [-4.228, -4.344],
  "total_charge": 1,
  "homo_ev": [-10.5, -12.7],
  "fmax_ev_per_a": 3.81
}

***

[4]
{
  "formula": "C4H7I",
  "method": "wB97M-V/def2-TZVPD",
  "symbols": ["H", "I", "H", "H", "C", "H", "H", "C", "H", "C", "C", "H"],
  "xyz": [[1.335802, 1.335116, -0.056474], [2.181455, -0.512045, 2.199538], [0.646361, -0.548491, -1.611121], [0.624644, -2.074304, -0.475706], [1.068342, -0.084264, 0.481931], [-0.831442, -0.903858, 1.282799], [-1.522301, 1.541899, 0.405463], [0.549280, -1.012332, -0.562223], [-0.508129, 1.298755, -1.042258], [-1.142506, 0.760998, -0.243065], [-0.382481, -0.274463, 0.481943], [-2.019025, 0.472990, -0.860828]],
  "forces_ev_per_angstrom": [[-0.4, -4.5, 1.7], [0.1, -0.1, -0.2], [-0.6, -1.1, 1.7], [0.4, -0.4, 0.0], [1.1, 4.5, -1.0], [0.3, 0.6, -0.8], [0.0, 0.3, 0.3], [0.1, 1.4, -0.4], [-0.6, -0.9, 1.4], [-1.0, 2.2, -1.7], [0.2, -1.4, -1.7], [0.4, -0.6, 0.6]],
  "mulliken_charge": [0.2237, 0.0503, 0.1824, 0.2948, -0.1893, 0.4170, 0.3218, -0.6145, 0.2247, -1.2908, 0.0719, 0.3081],
  "multiplicity": 1,
  "gap_ev": 9.7,
  "lumo_energy_ev": 0.515,
  "homo_ev": -9.2,
  "fmax_ev_per_a": 4.79
}

***

[5]
{
  "formula": "C4H7I2NO2",
  "method": "wB97M-V/def2-TZVPD",
  "symbols": ["H", "I", "H", "C", "C", "H", "H", "O", "H", "H", "C", "N", "C", "O", "I", "H"],
  "xyz": [[-1.473189, -0.604590, -1.911209], [2.435821, 1.868894, 1.224657], [-2.702595, -0.520525, -2.996837], [-0.054188, 0.206584, 1.559702], [-0.929951, 1.383721, 2.000109], [1.644834, -0.646398, 0.738519], [-1.436973, 1.201294, 2.972904], [3.758426, -0.132872, -2.340459], [-1.712559, 1.497980, 1.275136], [-2.215131, -1.974117, -2.429237], [3.014778, -0.739396, -1.740475], [-2.389301, -0.983289, -2.241023], [1.257463, 0.150024, 1.338539], [2.297902, -1.431777, -1.190418], [-1.190442, -1.558332, 1.644989], [-0.304899, 2.282795, 2.095109]],
  "forces_ev_per_angstrom": [[-1.2, -0.3, -0.6], [0.8, 0.4, 0.4], [-1.1, 1.8, -3.3], [-1.0, 3.0, 0.8], [1.4, -0.6, 0.7], [0.5, -0.4, 0.2], [0.5, 0.0, -0.6], [1.9, 2.0, -1.4], [-0.4, 0.3, -0.5], [-0.3, 0.6, -0.2], [0.0, -0.6, -0.2], [2.7, -2.1, 4.0], [-0.2, 0.3, -1.1], [-1.8, -1.4, 1.4], [-1.4, -2.9, 0.3], [-0.4, -0.1, -0.1]],
  "mulliken_charge": [0.2100, 0.0292, 0.1971, 0.1907, -1.1445, 0.4695, 0.3164, -0.3215, 0.3431, 0.2228, 0.6916, -0.6199, -0.5736, -0.3820, 0.0628, 0.3084],
  "multiplicity": 3,
  "gap_ev": [5.3, 5.9],
  "lumo_energy_ev": [0.313, -3.415],
  "homo_ev": [-5.0, -9.3],
  "fmax_ev_per_a": 5.27
}

***

[6]
{
  "formula": "C4H7I2O3S",
  "method": "wB97M-V/def2-TZVPD",
  "symbols": ["S", "H", "H", "C", "C", "H", "O", "C", "H", "H", "C", "I", "O", "I", "O", "H", "H"],
  "xyz": [[-2.088026, 2.183498, -0.000394], [-0.027810, -0.828113, 1.418812], [-1.709552, -0.100050, 1.187276], [-0.889717, -0.617521, 0.612876], [-1.309265, 1.007760, -1.195100], [-0.044844, -0.602482, -1.556225], [-0.875562, 2.827205, 0.483700], [-0.345954, -0.003354, -0.629512], [1.685390, 0.954306, -1.219842], [0.584291, 1.825228, 0.136561], [0.922708, 0.889379, -0.382901], [-3.514785, -0.254825, -2.006524], [-2.937542, 3.006988, -0.855669], [-0.769577, 2.209818, -2.806395], [-2.828759, 1.399052, 0.929160], [1.441412, 0.287128, 0.358808], [-1.411800, -1.519550, 0.350538]],
  "forces_ev_per_angstrom": [[-0.8, 1.2, -2.1], [-1.8, 0.2, -1.9], [1.4, 0.1, -1.0], [0.8, -1.4, 3.0], [-2.2, -0.3, 0.0], [-0.6, -0.3, 1.7], [-0.6, 0.5, 0.6], [0.9, 2.1, -3.0], [-1.5, 0.3, 0.6], [1.0, -0.8, -1.0], [1.0, -0.6, 0.9], [1.6, 0.6, 0.5], [0.6, -0.1, 0.7], [0.4, -0.4, -0.8], [-0.7, -0.4, 1.4], [0.4, 0.1, 0.3], [0.1, -0.9, 0.0]],
  "mulliken_charge": [1.3024, 0.2380, 0.2877, -1.1413, -1.1464, 0.2916, -0.6918, 0.9038, 0.3686, 0.3394, -1.3635, -0.1366, -0.6252, 0.2192, -0.6601, 0.4531, 0.3611],
  "multiplicity": 1,
  "gap_ev": [7.6, 7.6],
  "lumo_energy_ev": [2.285, 2.286],
  "total_charge": -1,
  "homo_ev": [-5.4, -5.4],
  "fmax_ev_per_a": 3.77
}

***

[7]
{
  "formula": "C4H7IN",
  "method": "wB97M-V/def2-TZVPD",
  "symbols": ["C", "H", "N", "H", "H", "H", "I", "H", "C", "C", "H", "C", "H"],
  "xyz": [[0.875212, -0.626835, 0.825765], [0.780157, -1.727627, 0.977763], [-0.206853, 0.515182, -0.699499], [1.989555, 0.189524, -0.939987], [-0.265798, 1.525525, -0.855358], [-1.280605, -1.310856, -0.788385], [-1.193361, 3.159631, 2.267505], [-2.366385, 0.342723, -0.423025], [-0.464969, 0.026150, 0.748818], [-1.433096, -0.310249, -0.374606], [1.618575, -0.248403, 1.432981], [0.991396, -0.388733, -0.740422], [0.956170, -1.146032, -1.431548]],
  "forces_ev_per_angstrom": [[-2.0, -3.9, -2.5], [0.1, 0.7, 0.6], [-0.8, 0.0, 0.9], [-2.1, -0.7, 0.1], [0.2, -0.4, -0.5], [-1.0, 0.3, -0.1], [0.1, -0.3, -0.2], [1.2, -1.5, 0.0], [-0.8, 0.8, -1.8], [0.9, 1.5, 1.2], [1.4, 1.2, 1.0], [3.5, 4.4, 2.5], [-0.7, -2.0, -1.4]],
  "mulliken_charge": [-0.3014, 0.2536, -0.0600, 0.2901, 0.3602, 0.2344, 0.0940, 0.2817, -0.0544, -0.1383, 0.3186, -0.6128, 0.3343],
  "multiplicity": 1,
  "gap_ev": [7.6, 6.8],
  "lumo_energy_ev": [-5.995, -6.543],
  "total_charge": 1,
  "homo_ev": [-13.6, -13.3],
  "fmax_ev_per_a": 6.16
}

***

[8]
{
  "formula": "C4H7IN",
  "method": "wB97M-V/def2-TZVPD",
  "symbols": ["H", "C", "I", "H", "C", "H", "C", "H", "N", "C", "H", "H", "H"],
  "xyz": [[2.531021, 0.923255, -1.071582], [-0.568350, 0.153648, -1.847349], [-1.783356, 0.862553, -3.365893], [1.748867, 0.936195, 0.504420], [-0.619716, -0.724761, -0.728321], [-1.426346, -0.759612, 1.381943], [0.455885, 0.244813, -0.934378], [-2.001543, 0.510888, 0.173917], [-1.696032, -0.501807, 0.423835], [1.598334, 1.072215, -0.475633], [-2.291169, -1.219775, 0.092104], [1.291058, 2.099731, -0.575421], [-0.303152, -1.749928, -0.651284]],
  "forces_ev_per_angstrom": [[-0.8, -0.1, 0.5], [1.8, 1.1, 1.3], [0.6, -0.3, 0.4], [1.0, -0.8, 3.7], [2.2, -1.0, 1.9], [0.1, 0.8, -0.3], [-2.8, 1.1, -3.2], [0.0, -2.2, 1.4], [0.9, 1.9, -1.7], [-0.4, 0.1, -3.4], [-1.9, -0.4, 0.0], [0.0, 0.5, -0.3], [-0.7, -0.8, -0.2]],
  "mulliken_charge": [0.3034, -0.7836, 0.2890, 0.3696, -0.4201, 0.3362, 0.8508, 0.4222, -0.3157, -1.0793, 0.3289, 0.3184, 0.3803],
  "multiplicity": 1,
  "gap_ev": 9.7,
  "lumo_energy_ev": -3.562,
  "total_charge": 1,
  "homo_ev": -13.3,
  "fmax_ev_per_a": 4.40
}